[1]
ORCA calculation (ωB97M-V with the def2-TZVPD basis set) on a single C16H22N2O3 molecule.

```
43
C16H22N2O3 ωB97M-V with the def2-TZVPD basis set
H -0.630 2.189 -1.136
C -1.453 1.018 1.952
H -3.741 2.420 1.269
C 2.691 -0.341 -0.576
C -1.895 0.473 -1.380
C -1.700 -2.415 -0.800
H -1.342 2.895 0.948
N -2.833 -0.240 -0.547
H 4.456 0.969 -2.325
H 5.310 2.347 -1.586
H 3.540 2.216 -1.432
C 2.170 -2.013 1.081
H -0.387 0.993 2.174
H -2.479 1.098 -2.065
C -0.979 1.359 -0.520
H -0.102 0.791 -0.207
C 0.632 -1.636 -0.899
C 3.842 0.005 0.118
H -0.360 -2.200 0.802
C -2.817 -1.543 -0.219
H -1.967 -3.454 -0.579
C -1.715 1.889 0.724
C 1.850 -1.339 -0.091
H -3.346 2.673 -0.427
H 3.580 -2.192 2.679
N -0.426 -2.099 -0.197
H -1.795 -0.001 1.798
O -3.640 -2.032 0.539
H 1.554 -2.821 1.447
H -1.598 -2.294 -1.880
H 2.413 0.137 -1.502
C 3.323 -1.669 1.770
O 0.579 -1.436 -2.101
C 4.479 1.654 -1.472
H -4.152 0.113 0.994
H -1.295 -0.207 -1.981
H 5.045 -0.389 1.835
O 4.720 0.967 -0.265
C 4.148 -0.667 1.305
H -1.972 1.424 2.818
C -3.212 1.993 0.416
C -3.814 0.623 0.090
H -4.682 0.739 -0.571
```

Calculated values
Net charge   0
SMILES   COc1cccc(C(=O)NCC(=O)N2CCC(C)CC2)c1
DFT total energy   -958.15216 a.u.
Energy relative to the best compared isomer or geometry (same formula, charge and spin)   24.1 kcal/mol
Orbital gap   9.55 eV
E_HOMO   -0.3275 Eh

Löwdin population analysis, charges in e, atoms 1 to 6: H 0.117; C -0.052; H 0.115; C 0.040; C -0.128; C -0.065

[2]
ORCA calculation (ωB97M-V with the def2-TZVPD basis set) on a single C16H22N2O4 molecule.

```
44
C16H22N2O4 ωB97M-V with the def2-TZVPD basis set
H 0.190 -4.475 -3.283
C 0.925 -1.595 -0.539
H -1.427 1.818 -3.044
H 2.575 3.266 -1.600
H -1.432 -3.876 -2.849
C 0.361 -2.839 -1.215
O 0.646 2.714 -1.807
H 1.095 3.326 2.636
C -1.433 1.581 -1.992
O 2.827 3.056 0.954
H -3.179 -0.787 1.432
H -0.606 -3.242 -4.299
H 1.251 1.357 4.164
H -0.574 -3.144 -0.721
H -4.352 0.406 0.876
C 1.426 1.255 3.093
H -0.400 2.360 2.669
C 0.942 -0.114 2.647
C 1.248 -1.845 0.933
H 2.287 1.514 -1.438
H 1.825 -1.287 -1.075
C -1.389 1.002 0.713
C -0.463 -3.593 -3.279
C 1.895 2.516 -1.190
C 0.647 2.364 2.368
H -3.283 0.522 -2.038
H -3.953 -0.967 -0.152
N 1.631 -0.624 1.602
H 0.187 -0.797 -0.625
C 1.869 2.651 0.325
H 1.074 -3.676 -1.140
O 0.117 -2.531 -2.568
C -2.444 0.548 -0.068
O -0.001 -0.681 3.159
C -2.465 0.860 -1.421
H 2.052 -2.585 1.023
C -3.544 -0.253 0.558
H 2.490 1.377 2.888
C -0.371 2.011 -1.214
C -0.352 1.743 0.160
H -1.380 0.742 1.759
N 0.719 2.247 0.922
H 2.403 -0.105 1.216
H 0.367 -2.219 1.460
```

Calculated values
Net charge   0
SMILES   COCCCNC(=O)CCN1C(=O)COc2ccc(C)cc21
DFT total energy   -1033.38876 a.u.
Energy relative to the best compared isomer or geometry (same formula, charge and spin)   22.9 kcal/mol
Orbital gap   9.07 eV
E_HOMO   -0.3054 Eh

Löwdin population analysis, charges in e, atoms 1 to 6: H 0.088; C -0.147; H 0.122; H 0.142; H 0.088; C -0.249

[3]
ORCA calculation (ωB97M-V with the def2-TZVPD basis set) on a single C16H22N2O4 molecule.

```
44
C16H22N2O4 ωB97M-V with the def2-TZVPD basis set
H -5.290 -0.958 -2.344
H 3.344 1.470 -0.258
H 2.191 0.546 2.124
H -5.119 0.751 -1.906
H 0.713 0.460 -1.346
C -3.160 0.265 0.020
C 4.626 -0.048 -1.097
H -1.883 2.341 0.906
H -1.953 0.553 1.786
C 3.214 -1.727 0.645
C -1.952 2.352 -0.186
H 1.082 -0.757 1.577
H -0.672 0.028 -0.316
C -3.050 -1.264 1.873
H -3.784 -0.083 -2.678
H 2.393 -2.430 0.802
C 1.713 0.076 1.249
C 4.097 -2.221 -0.503
H 4.570 -3.169 -0.244
C 3.756 0.503 0.032
C 0.077 0.795 -0.519
C -0.537 2.177 -0.782
O 0.334 3.084 -0.120
O -2.865 1.410 -0.680
H 4.026 -0.112 -2.018
H -0.555 2.431 -1.846
C -3.941 -2.109 1.244
C -4.068 -0.590 -0.626
O 1.825 2.951 1.568
C -4.443 -1.765 -0.001
C -4.602 -0.205 -1.970
C 1.100 2.414 0.781
H -2.649 -1.516 2.843
C -2.656 -0.080 1.267
H 3.818 -1.669 1.567
H 5.488 0.599 -1.269
H -5.141 -2.423 -0.498
H 3.474 -2.354 -1.400
N 2.668 -0.431 0.283
H 4.373 0.644 0.935
H -4.246 -3.030 1.716
N 0.871 1.075 0.656
O 5.141 -1.318 -0.775
H -2.328 3.334 -0.490
```

Calculated values
Net charge   0
SMILES   Cc1ccccc1OC[C@@H]1CN(CN2CCOCC2)C(=O)O1
DFT total energy   -1033.36200 a.u.
Energy relative to the best compared isomer or geometry (same formula, charge and spin)   39.7 kcal/mol
Orbital gap   9.37 eV
E_HOMO   -0.3192 Eh

Löwdin population analysis, charges in e, atoms 1 to 6: H 0.077; H 0.124; H 0.145; H 0.087; H 0.131; C -0.230

[4]
ORCA calculation (ωB97M-V with the def2-TZVPD basis set) on a molecular structure, C16H22N2O5RhS4.

```
50
C16H22N2O5RhS4 ωB97M-V with the def2-TZVPD basis set
H 0.301 3.104 1.063
N -0.425 2.411 1.204
Rh -0.470 0.747 -0.532
C -0.008 -0.414 -3.662
H -0.267 1.315 -4.893
H -2.448 1.592 2.898
S 2.062 1.509 -0.426
O -3.557 -0.046 1.205
H 2.866 -0.642 -0.094
C 0.199 -3.601 3.547
C 0.983 3.254 -2.337
C -1.505 -4.917 2.427
O 2.153 -1.260 1.943
C -1.711 3.082 1.505
C 2.439 -0.619 -2.226
H 0.594 3.953 -1.595
O -1.525 -1.443 -0.382
H -2.094 -5.823 2.388
H 1.176 3.829 -3.244
H -2.046 3.575 0.595
H -0.452 -5.534 4.188
C 2.958 0.026 -0.951
C 2.274 2.603 -1.858
C -0.004 -2.634 2.584
H 0.920 -3.471 4.342
H -1.075 -0.624 -3.564
H -3.692 2.553 2.117
O -2.430 1.179 -0.284
C -2.733 2.059 1.952
S 0.804 -1.076 2.411
C -2.948 0.958 0.950
S -0.414 2.154 -2.670
H 2.967 -1.561 -2.379
C -1.695 -3.933 1.465
H 4.010 0.290 -1.058
C 0.236 1.055 -3.962
H -1.566 3.843 2.273
C -0.937 -1.596 0.688
H 2.613 -0.004 -3.106
H 2.752 2.034 -2.653
C -0.574 -4.753 3.450
O 0.587 -0.215 3.534
N -0.147 -0.581 1.157
H -0.132 1.833 1.991
H 1.293 1.274 -4.092
H -2.423 -4.039 0.673
S 0.677 -1.018 -2.102
C -0.927 -2.788 1.561
H 0.374 -1.030 -4.476
H 2.970 3.388 -1.565
```

Calculated values
Net charge   +1
DFT total energy   -2811.63374 a.u.
Energy relative to the best compared isomer or geometry (same formula, charge and spin)   6.4 kcal/mol
Multiplicity   5
Orbital gap (spin up / spin down)   9.14 / 6.47 eV
E_HOMO (spin up / spin down)   -0.4277 / -0.4459 Eh

Löwdin population analysis, charges in e, atoms 1 to 6: H 0.069; N -0.032; Rh 0.957; C -0.470; H 0.094; H 0.135